A molecular structure, C34H31NO5P2Rb. Source: the Open Molecules 2025 dataset; level of theory: ωB97M-V/def2-TZVPD.

```
74
Properties=species:S:1:pos:R:3
Rb 0.72110 0.30990 -0.24910
O -1.31140 2.71930 3.52910
C -0.42780 2.13710 2.71360
O -0.51070 0.99190 2.36400
C 0.68250 3.08850 2.33000
O 1.22640 2.68450 1.11420
C 2.45610 3.30660 0.78490
C 3.14280 2.44430 -0.37950
O 3.67720 3.09710 -1.27080
O 3.06650 1.22070 -0.21620
H -2.03870 2.10160 3.74120
H 1.43400 3.05990 3.14040
H 0.27200 4.11030 2.28950
H 3.14000 3.30820 1.64570
H 2.30880 4.34550 0.45600
C -2.16900 -1.77020 0.99220
P -2.82410 -0.10560 0.49720
C -3.44670 0.71080 2.02720
C -3.32090 0.21740 3.32180
C -3.85070 0.92040 4.39550
C -4.51420 2.12110 4.19100
C -4.61620 2.63530 2.90630
C -4.08090 1.93790 1.84060
C -4.48800 -0.72630 -0.00850
C -4.77450 -0.80840 -1.36360
C -5.97190 -1.34790 -1.80020
C -6.89710 -1.82190 -0.88680
C -6.62100 -1.74270 0.46820
C -5.42740 -1.19840 0.90440
C -1.85970 -2.42600 -0.31860
C -2.64890 -3.29490 -1.05970
C -1.94090 -3.54560 -2.24420
C -0.76300 -2.82440 -2.14290
C 0.33020 -2.61230 -3.13290
P 0.50270 -0.76120 -3.23930
C 1.36750 -0.71760 -4.85050
C 2.66950 -1.21860 -4.85260
C 3.38960 -1.30730 -6.02650
C 2.82130 -0.88240 -7.21850
C 1.55150 -0.32970 -7.21550
C 0.82630 -0.24580 -6.04040
C -1.19230 -0.26490 -3.74370
C -2.07590 -1.06300 -4.46460
C -3.34810 -0.60460 -4.76500
C -3.75970 0.64950 -4.33980
C -2.88940 1.45150 -3.61910
C -1.61430 0.99680 -3.33080
N -0.71310 -2.12970 -0.98070
H -2.91760 -2.33110 1.55990
H -1.26200 -1.63390 1.58700
H -2.81140 -0.72000 3.48930
H -3.75550 0.52720 5.39950
H -4.95290 2.65090 5.02610
H -5.11080 3.58260 2.74460
H -4.16200 2.33240 0.83550
H -4.03590 -0.46210 -2.07000
H -6.17630 -1.40670 -2.86000
H -7.82200 -2.26820 -1.22650
H -7.33610 -2.11700 1.18900
H -5.22050 -1.15450 1.96500
H -3.62040 -3.68760 -0.80560
H -2.25690 -4.17270 -3.06200
H 0.11900 -3.05380 -4.11290
H 1.29110 -3.00300 -2.77710
H 3.10510 -1.53460 -3.91360
H 4.40020 -1.69390 -6.01490
H 3.37450 -0.97070 -8.14410
H 1.12670 0.04680 -8.13670
H -0.16710 0.18110 -6.04430
H -1.77590 -2.04670 -4.79120
H -4.02350 -1.23170 -5.33200
H -4.75820 0.99810 -4.56510
H -3.20940 2.42710 -3.27720
H -0.92530 1.63300 -2.78010
```

## Properties
Relative energy (zero: lowest compared OMol25 entry of this formula, charge and spin): 0.000 eV
Spin multiplicity: 1
LUMO level: 2.1 eV
Net charge: -1
Kohn-Sham gap: 0.219 Ha
Max |F|: 1.5 eV/Å

Results of the Löwdin charge analysis, in e, for atoms 1 through 2: Rb 0.905; O 0.116